A structure of composition C54H51N4O4PbS2Sb2, computed with ωB97M-V/def2-TZVPD.

Results
* maximum force: 1.78 eV/A
* orbital gap: 5.49 eV
* E: -4077.71884 a.u.
* total charge: +1
* relative energy (zero: lowest compared OMol25 entry of this formula, charge and spin): 0.000 eV

The geometry in XYZ format:
```
118
C54H51N4O4PbS2Sb2 | OMol25 | ωB97M-V/def2-TZVPD
Pb -0.15144 0.39349 -0.36247
C -1.03497 -0.90140 -3.10531
O -0.88316 -1.64055 -1.88511
C -1.96847 -2.18073 -1.33222
C -3.25999 -1.98513 -1.81404
C -4.34707 -2.55544 -1.18013
C -4.18041 -3.34661 -0.04821
C -2.91362 -3.56134 0.44334
C -1.81114 -2.98282 -0.18497
N -0.53235 -3.23484 0.39954
N -0.32413 -3.74871 1.53574
C 1.02047 -3.86709 1.67685
C 1.59728 -3.36978 0.50764
O 0.59605 -2.98216 -0.30755
C 2.95740 -3.31809 0.29198
C 3.70637 -3.80706 1.33792
C 3.15685 -4.30922 2.54753
C 4.06046 -4.82623 3.58683
C 3.61597 -5.20841 4.77599
C 1.76264 -3.74928 5.91736
C 0.57506 -3.58835 4.92393
C 1.78859 -4.33844 2.75092
H -1.50370 -1.51845 -3.87272
H -1.61544 0.00686 -2.93822
H -0.02810 -0.63529 -3.40173
H -3.41262 -1.37032 -2.68979
H -5.33916 -2.38094 -1.57666
H -5.03167 -3.79866 0.44095
H -2.75139 -4.18472 1.31230
H 3.38195 -2.89836 -0.61112
H 4.78654 -3.79593 1.24284
H 5.11297 -4.89613 3.33305
H 4.30751 -5.59763 5.51633
H 1.47144 -3.92745 6.95344
H -0.38214 -3.87935 5.35606
O 3.02539 -0.94201 -1.72701
C 2.39006 0.07011 -1.99307
O 1.11117 0.08280 -2.27097
C 3.07884 1.40924 -2.01280
C 4.16982 1.54985 -2.87077
C 4.86790 2.74154 -2.95779
C 4.49332 3.80656 -2.14711
C 3.41992 3.67672 -1.28129
C 2.68654 2.48626 -1.20634
S 1.36092 2.48899 -0.02367
H 4.46562 0.69711 -3.47218
H 5.70318 2.83674 -3.64018
H 5.04689 4.73764 -2.17950
H 3.13509 4.49659 -0.63060
C 0.97799 1.75303 4.58776
C -0.47457 1.87229 5.06719
C -1.31244 2.85272 4.24092
Sb -1.65290 2.23700 2.18691
C -3.18657 3.67500 1.74306
C -3.81981 3.58701 0.50165
C -4.83014 4.47733 0.16070
C -5.21291 5.46942 1.05414
C -4.57960 5.57212 2.28514
C -3.56816 4.68050 2.62775
C -2.96493 0.66071 2.84289
C -2.59328 -0.67342 2.67709
C -3.36996 -1.70079 3.20332
C -4.53404 -1.40169 3.89723
C -4.92315 -0.07712 4.05365
C -4.14417 0.94581 3.53021
Sb 1.20831 0.35936 2.95711
C 1.43328 -1.36884 4.22021
C 2.63915 -1.58036 5.05075
C 2.76593 -2.63320 5.85919
C 2.18203 -5.08047 5.17826
C 1.16204 -4.76768 4.04711
C 0.44572 -2.26559 4.23612
C 3.29588 0.64793 2.58867
C 4.13211 1.38146 3.42636
C 5.48204 1.52165 3.12078
C 6.00437 0.93716 1.97396
C 5.17274 0.21911 1.12247
C 3.82656 0.07945 1.43120
H 1.62622 1.38959 5.38673
H 1.34794 2.72680 4.25558
H -0.46825 2.21849 6.10511
H -0.96466 0.89136 5.08071
H -0.84193 3.83957 4.23881
H -2.31095 2.94794 4.66972
H -3.52845 2.81301 -0.20102
H -5.32063 4.39722 -0.80249
H -6.00260 6.16322 0.79198
H -4.87368 6.34607 2.98381
H -3.08040 4.78456 3.58984
H -1.68156 -0.91878 2.13999
H -3.06814 -2.73354 3.07180
H -5.13795 -2.19886 4.31357
H -5.83678 0.15830 4.58619
H -4.46641 1.97581 3.64583
H 3.41552 -0.82477 5.02898
H 3.63023 -2.72083 6.51064
H 1.89237 -5.95460 5.75909
H 0.42621 -5.55037 3.85497
H -0.47639 -2.08950 3.68308
H 3.73902 1.85814 4.31770
H 6.12484 2.09761 3.77679
H 7.05542 1.05110 1.73703
H 5.56214 -0.21374 0.20661
H 3.17948 -0.45390 0.74000
C 1.02069 3.65659 -3.98810
N 0.16057 2.75189 -3.22918
C -0.83801 3.04608 -2.41987
S -1.90905 1.76980 -1.88070
N -1.12057 4.27339 -1.99280
C -0.24417 5.44343 -1.93954
H 1.32409 3.13602 -4.89417
H 1.92196 3.93181 -3.43726
H 0.47435 4.54914 -4.27969
H 0.45072 1.77644 -3.19429
H -1.97350 4.32840 -1.46391
H 0.79589 5.14217 -2.00008
H -0.38984 5.93037 -0.97785
H -0.47195 6.15698 -2.73126
```